Computed, not measured: a structure of composition C30H75In2N5NaO14P, with ωB97M-V/def2-TZVPD.

Atoms and positions in Å:
In 2.87878 0.43697 -4.50281
In -2.53558 -1.46738 -6.33764
Na -1.41557 3.89939 -2.59767
P -1.16412 -0.14345 -1.58885
O -1.78274 -0.80962 -0.34027
O -0.03022 0.93340 -1.30460
O -2.14425 0.48071 -2.64280
O -0.49757 -1.21313 -2.55804
C 6.89664 0.53437 -0.88857
O 5.46252 0.79825 -0.98110
C 4.93849 1.33341 0.28193
C 4.34729 0.27642 1.30300
N 3.56847 -0.73781 0.50204
C 3.27075 -2.04011 1.19183
C 2.75226 -1.77339 2.53936
O 2.03572 -2.92404 3.09596
C 0.76095 -3.16397 2.51989
H 7.12068 -0.10954 -0.03812
H 7.39543 1.48710 -0.71079
H 7.45453 0.27287 -1.78772
H 4.16615 1.95611 -0.16956
H 5.69899 2.01548 0.66208
H 3.59748 0.67511 1.98633
H 5.15752 -0.08094 1.93855
H 2.64410 -0.39249 0.28665
H 4.13314 -2.70568 1.15454
H 2.58325 -2.52826 0.50107
H 2.00196 -0.98280 2.52937
H 3.61380 -1.56152 3.17257
H 0.22056 -3.99397 2.97509
H 0.84777 -3.54586 1.50268
H 0.11805 -2.28450 2.55587
C -7.00943 -2.62969 -6.31526
O -6.30257 -2.27960 -5.11093
C -6.94879 -2.35398 -3.93723
C -5.97049 -2.51242 -2.82323
N -4.65874 -3.25481 -3.11600
C -4.69315 -4.68120 -2.70648
C -4.46826 -5.42931 -4.03852
O -3.29884 -5.11336 -4.72886
C -2.19303 -5.90079 -4.57214
H -6.96414 -3.64966 -6.69697
H -6.70349 -1.98129 -7.13628
H -8.08243 -2.54713 -6.14215
H -7.57056 -3.24544 -4.01976
H -7.57205 -1.45997 -3.91741
H -6.53366 -2.61283 -1.89540
H -5.59787 -1.50205 -2.65468
H -3.96071 -2.86088 -2.50145
H -5.47886 -5.04258 -2.04305
H -3.73355 -4.80523 -2.20461
H -5.32402 -5.19882 -4.67308
H -4.52907 -6.49115 -3.80001
H -2.53134 -6.93660 -4.59961
H -1.59553 -5.76418 -3.67078
H -1.55799 -5.77339 -5.44884
C -7.16069 -4.95192 4.03044
O -7.73938 -3.82201 4.83588
C -7.71450 -2.53420 4.21230
C -6.31506 -1.79716 4.09814
N -6.21787 -0.96294 2.95788
C -5.93929 0.46121 3.19536
C -7.15473 0.97258 3.93363
O -6.97017 2.40829 3.86472
C -6.11235 2.90330 4.89677
H -6.12219 -4.80608 3.73319
H -7.82578 -5.16801 3.19434
H -7.23729 -5.79287 4.71966
H -8.41808 -1.90800 4.76090
H -8.17692 -2.73278 3.24544
H -5.52729 -2.53948 3.96974
H -6.16186 -1.28668 5.04896
H -5.45026 -1.25107 2.36809
H -5.71428 0.95712 2.25114
H -5.08732 0.52214 3.87249
H -7.38215 0.60982 4.93603
H -8.01448 0.58512 3.38701
H -6.37425 3.92206 5.18254
H -5.03332 2.77857 4.80597
H -6.45036 2.37332 5.78725
C 7.03723 3.39049 -5.23647
O 6.53935 2.18736 -5.74835
C 7.02337 1.93414 -7.05703
C 7.54739 0.49598 -7.23178
N 6.60438 -0.47377 -6.50917
C 7.10735 -1.78058 -6.71998
C 6.09961 -2.80772 -6.02778
O 5.96859 -2.51560 -4.64911
C 5.12479 -3.46703 -3.98844
H 6.61843 4.18847 -5.84962
H 8.12000 3.50349 -5.18242
H 6.66911 3.40975 -4.21069
H 7.81035 2.61884 -7.37320
H 6.16582 2.11120 -7.70614
H 8.52901 0.51414 -6.75830
H 7.62525 0.18865 -8.27466
H 5.88754 -0.44377 -7.22004
H 7.96691 -1.94969 -6.07140
H 7.42510 -1.96988 -7.74530
H 6.54654 -3.79307 -6.15979
H 5.11391 -2.79089 -6.49278
H 5.53888 -3.81374 -3.04165
H 5.00417 -4.38663 -4.56107
H 4.14830 -3.01904 -3.80441
C 0.31033 6.89328 8.51312
O 1.36720 7.60960 7.75927
C 2.63425 6.99556 7.79117
C 2.93960 6.19210 6.52975
N 2.76646 6.94824 5.31301
C 2.92802 5.95180 4.24814
C 1.56155 5.78580 3.42525
O 0.72138 5.18993 4.39772
C 0.60712 3.74269 4.52021
H 0.56527 6.91819 9.57258
H 0.25370 5.90193 8.06354
H -0.73036 7.19567 8.39641
H 2.78903 6.36309 8.66530
H 3.37996 7.79054 7.78858
H 2.22224 5.37503 6.45304
H 3.89514 5.68305 6.65583
H 1.76944 7.10593 5.27880
H 3.36367 4.99059 4.52087
H 3.62834 6.39099 3.53769
H 1.51668 5.16665 2.52929
H 1.07139 6.69925 3.08841
H -0.14525 3.67241 5.30577
H 1.54598 3.31707 4.87446
H 0.30063 3.23441 3.60598

Summary:
- LUMO level: -14.25 eV
- Charge: +4
- Gap between HOMO and LUMO: 1.23 eV
- Energy above the lowest of the compared OMol25 structures with the same formula, charge and spin: 28.9 kJ/mol
- E_tot: -92438.204 eV

***

Computed, not measured: a cluster of 9 separate species, C30H75N9O9 in total, with ωB97M-V/def2-TZVPD.

Atoms and positions in Å:
C 0.50447 15.11698 6.15088
O 0.84534 14.02428 5.65417
N 1.33065 15.99822 6.81803
N -0.68005 15.58660 6.07749
H 2.26057 15.68095 7.05190
H 1.05715 16.95324 7.00032
H -1.31353 15.01820 5.53369
H -0.80186 16.38103 6.68917
C 11.04100 24.09122 3.70297
O 11.98386 23.92400 2.90918
N 10.69514 25.22716 4.19551
N 10.14461 23.18439 3.96752
H 9.87842 25.25140 4.78921
H 11.35637 25.97159 4.02614
H 10.34604 22.21638 3.76137
H 9.42183 23.42602 4.63032
C 5.64765 15.03764 -3.11262
O 4.54180 14.37539 -3.08166
N 6.39762 15.18332 -2.10646
N 6.11485 15.64524 -4.12681
H 7.14147 15.82487 -2.34141
H 6.12108 14.84691 -1.19516
H 6.96827 16.15905 -3.96012
H 5.51246 15.85210 -4.91066
C 17.76008 13.48523 0.63511
C 16.71683 14.69038 0.38404
C 16.34539 14.74967 -1.15954
C 15.38766 13.66613 -1.62059
C 14.07952 13.65929 -0.76351
C 14.35543 13.56400 0.78904
N 15.48347 14.45141 1.17446
O 15.66456 14.41850 2.55019
C 13.02909 13.97901 1.43683
C 14.66526 12.06587 1.23230
C 17.46880 15.97065 0.73505
H 17.96361 13.22739 1.67443
H 18.74151 13.49779 0.16103
H 17.36906 12.55801 0.21622
H 15.97200 15.70126 -1.53792
H 17.21605 14.46996 -1.75268
H 15.87792 12.69615 -1.53767
H 15.18887 13.79686 -2.68431
H 13.38756 12.95147 -1.21988
H 13.68276 14.66494 -0.90259
H 12.07817 13.53252 1.14617
H 13.17769 13.81718 2.50446
H 12.87619 15.05821 1.44468
H 14.76739 11.99022 2.31487
H 13.90265 11.44476 0.76245
H 15.55105 11.64260 0.75869
H 17.71245 15.97733 1.79745
H 16.82810 16.84774 0.82616
H 18.40260 16.08923 0.18544
H 15.39977 15.31840 2.75429
C 10.84066 20.49729 11.09590
C 12.35529 20.24489 10.73081
C 13.14757 20.19885 12.10509
C 14.50497 19.54147 12.06931
C 14.49555 18.13753 11.48592
C 13.72547 18.07065 10.11736
N 12.51398 18.82598 10.12044
O 11.76556 18.71115 9.02037
C 14.62899 18.63282 9.04043
C 13.52690 16.56463 9.82132
C 12.74615 21.50023 9.96434
H 10.15072 20.66817 10.26952
H 10.71509 21.29996 11.82259
H 10.63003 19.55911 11.60927
H 13.33595 21.24862 12.33000
H 12.54439 19.72242 12.87792
H 14.97824 19.41582 13.04313
H 15.19934 20.00267 11.36698
H 14.26225 17.35352 12.20633
H 15.51118 17.75531 11.38335
H 15.16684 19.53449 9.33334
H 15.39366 17.92089 8.72970
H 14.09006 18.97113 8.15544
H 12.98470 16.09917 10.64441
H 13.02448 16.39974 8.86819
H 14.43108 16.01445 9.56084
H 12.74347 22.41685 10.55416
H 12.00347 21.62223 9.17591
H 13.73325 21.32468 9.53665
H 10.87660 18.47239 9.29307
C 7.92910 11.41479 15.00658
C 8.86527 11.09170 13.81556
C 8.88322 9.54098 13.59322
C 7.60548 8.94131 12.89986
C 7.43027 9.74836 11.57043
C 7.38902 11.30769 11.70417
N 8.50986 11.79312 12.53914
O 8.55226 13.13025 12.75910
C 7.71453 11.93779 10.32996
C 5.99053 11.66741 12.23324
C 10.30474 11.44463 14.25107
H 6.91970 11.00373 14.99086
H 7.91588 12.45190 15.34176
H 8.30774 10.78569 15.81217
H 9.81631 9.17684 13.16330
H 8.87877 9.08278 14.58223
H 6.71859 9.13802 13.50220
H 7.63992 7.87401 12.68124
H 6.59573 9.24336 11.08400
H 8.36276 9.48429 11.07159
H 8.54030 11.35523 9.92151
H 6.82849 11.84517 9.70190
H 8.00003 12.98973 10.33406
H 5.78006 11.01705 13.08226
H 5.80168 12.71406 12.47190
H 5.28930 11.33360 11.46842
H 10.33074 12.52609 14.38474
H 11.04315 11.15727 13.50255
H 10.57630 11.00932 15.21277
H 9.26067 13.41818 12.17870
O 7.30671 17.81288 4.67441
H 8.14051 17.58747 5.08694
H 6.89643 16.96891 4.48565
O 3.16729 21.44592 4.32110
H 3.70942 21.16494 3.58396
H 2.86904 20.63057 4.72417
O 5.55158 13.74693 3.77557
H 5.87148 12.84517 3.80262
H 4.61859 13.67675 3.97765

Summary:
- LUMO level: 0.04 eV
- Gap between HOMO and LUMO: 8.12 eV
- Energy above the lowest of the compared OMol25 structures with the same formula, charge and spin: 415.1 kJ/mol
- E_tot: -64158.802 eV

***

Computed, not measured: a cluster of 5 separate species, C30H75O20P5 in total, with ωB97M-V/def2-TZVPD.

Atoms and positions in Å:
C -6.15813 -11.29137 21.92599
C -5.71742 -10.90733 20.40375
O -4.45338 -10.34634 20.57950
P -3.07700 -10.91565 19.81024
O -3.15112 -12.37152 19.50461
O -1.83979 -10.59453 20.85321
C -0.55741 -11.06576 20.54623
C 0.26712 -10.64129 21.71148
O -2.87867 -10.02454 18.49771
C -3.05281 -10.56739 17.23449
C -3.20587 -9.49374 16.10105
H -6.60649 -10.43158 22.42382
H -6.97507 -12.00775 22.01274
H -5.21126 -11.59714 22.37101
H -5.69587 -11.78557 19.75852
H -6.27713 -10.07401 19.97902
H -0.64989 -12.14393 20.41547
H -0.19962 -10.81093 19.54866
H -0.29686 -10.99770 22.57345
H 1.24543 -11.12191 21.70895
H 0.46751 -9.57724 21.83702
H -2.34874 -11.39451 17.14362
H -4.03734 -11.03489 17.25025
H -2.40113 -8.76580 15.99814
H -3.36153 -9.96001 15.12818
H -4.13376 -8.94180 16.25098
C 6.99438 -8.73010 23.06981
C 7.59216 -8.08379 24.29074
O 8.87173 -7.34362 24.06673
P 9.78635 -7.01621 25.33687
O 9.08988 -6.20143 26.42769
O 10.22995 -8.50817 25.79707
C 11.06528 -9.31956 25.02807
C 10.44971 -10.48386 24.20370
O 11.11641 -6.39342 24.64812
C 12.17106 -5.91910 25.48171
C 13.35916 -6.86380 25.53993
H 6.76422 -8.04730 22.25195
H 7.68411 -9.51876 22.76918
H 6.01967 -9.15673 23.30654
H 6.86817 -7.53691 24.89478
H 7.86038 -8.84318 25.02523
H 11.67698 -8.74977 24.32860
H 11.74387 -9.76635 25.75470
H 9.76479 -10.04266 23.47959
H 11.18568 -11.10836 23.69730
H 9.84458 -11.12655 24.84312
H 12.59486 -5.05234 24.97454
H 11.92440 -5.60645 26.49635
H 13.03047 -7.69956 26.15765
H 13.68113 -7.10036 24.52579
H 14.12392 -6.38378 26.15051
C 2.85781 -20.31178 22.50488
C 3.11991 -19.57850 23.76532
O 4.15424 -18.61318 23.55298
P 4.13496 -17.43743 22.33199
O 3.90541 -18.00945 20.97455
O 2.95856 -16.44862 22.76595
C 2.30465 -15.71881 21.69791
C 0.99595 -14.91603 21.99636
O 5.47889 -16.51644 22.73823
C 5.71415 -16.02791 24.11005
C 6.81827 -16.80841 24.78143
H 2.57161 -21.35543 22.63524
H 2.10538 -20.00554 21.77815
H 3.87882 -20.32414 22.12348
H 2.20718 -19.12095 24.14698
H 3.55871 -20.39268 24.34208
H 3.02902 -15.12088 21.14485
H 1.87614 -16.51284 21.08634
H 0.80339 -14.20469 21.19324
H 0.04024 -15.38606 22.22829
H 1.07233 -14.24550 22.85232
H 6.08028 -15.03149 23.86267
H 4.73352 -15.98039 24.58356
H 7.66823 -16.81321 24.09905
H 7.03158 -16.61482 25.83268
H 6.60615 -17.87242 24.88628
C 2.49126 -14.61240 28.46917
C 3.91002 -14.61886 27.71174
O 4.14277 -13.74890 26.66699
P 3.23455 -12.39254 26.42199
O 2.67626 -11.77343 27.62827
O 4.06278 -11.47372 25.38666
C 4.90734 -11.92302 24.35171
C 4.12022 -12.25170 23.10762
O 1.98106 -12.89726 25.39063
C 1.01970 -12.07983 24.80248
C 0.41717 -11.03023 25.72277
H 1.63676 -14.51517 27.79949
H 2.46470 -15.42790 29.19192
H 2.43186 -13.68933 29.04580
H 4.77297 -14.72303 28.36944
H 3.89409 -15.49359 27.06159
H 5.61389 -11.11865 24.14709
H 5.58594 -12.73269 24.62011
H 3.35126 -13.01032 23.25357
H 3.71091 -11.43114 22.51836
H 4.91211 -12.55768 22.42396
H 1.56490 -11.76349 23.91322
H 0.29199 -12.79908 24.42671
H 1.19381 -10.30053 25.95181
H -0.41580 -10.44551 25.33244
H 0.06145 -11.38255 26.69099
C -4.93639 -4.05529 20.30610
C -4.79950 -4.74461 21.61132
O -3.58819 -4.27371 22.35715
P -2.24804 -5.18866 22.52674
O -1.31982 -4.65377 23.65074
O -1.61896 -5.10467 21.01047
C -0.49092 -6.04369 20.69773
C -1.36758 -7.26622 20.21559
O -2.91684 -6.64983 22.72845
C -2.32867 -7.59412 23.63680
C -3.13386 -8.81400 23.39153
H -4.77470 -3.00505 20.54889
H -4.17584 -4.40738 19.60919
H -5.91130 -4.15513 19.82894
H -5.63762 -4.50935 22.26731
H -4.93235 -5.81540 21.45688
H 0.12209 -5.56657 19.93309
H 0.22133 -6.21603 21.50464
H -1.71568 -7.94300 20.99590
H -2.31430 -6.84277 19.88015
H -0.79637 -7.75868 19.42864
H -1.27976 -7.81935 23.44404
H -2.37104 -7.25152 24.67069
H -4.19828 -8.76522 23.62116
H -3.02825 -9.07180 22.33774
H -2.76284 -9.66975 23.95559

Summary:
- LUMO level: 0.25 eV
- Gap between HOMO and LUMO: 10.41 eV
- Energy above the lowest of the compared OMol25 structures with the same formula, charge and spin: 601.6 kJ/mol
- E_tot: -119728.439 eV

***

> Which of these has the lowest gap between HOMO and LUMO?

C30H75In2N5NaO14P